w | Here is a cluster of 2 separate species, C4H14N4 in total from the OMol25 dataset. Energies are from the ωB97M-V functional and the def2-TZVPD basis.

Properties
SMILES: [H]/N=C(/C)NC.CNN
HOMO-LUMO gap, eV: 9.193
Highest occupied orbital energy, eV: -8.24
Multiplicity: 1

Bonds (Å) are listed after each position.
CARTESIAN COORDINATES (ANGSTROEM)
1 H 0.7718 -1.2229 -1.9360  N2 1.018
2 N 1.1874 -0.4107 -1.4835  H1 1.018, C3 1.320
3 C 1.0455 -0.4341 -0.1709  N2 1.320, C4 1.518, N5 1.401
4 C 2.2494 0.0578 0.6118  C3 1.518, H7 1.086, H8 1.090, H9 1.090
5 N 0.4486 -1.5266 0.4721  C3 1.401, C6 1.443, H10 1.007
6 C -0.6906 -2.2353 -0.0604  N5 1.443, H11 1.097, H12 1.092, H13 1.087
7 H 2.7806 0.8067 0.0319  C4 1.086
8 H 2.9486 -0.7554 0.8039  C4 1.090
9 H 1.9409 0.4957 1.5610  C4 1.090
10 H 0.8583 -1.8462 1.3352  N5 1.007
11 H -1.2069 -1.7288 -0.8857  C6 1.097
12 H -0.4853 -3.2484 -0.4139  C6 1.092
13 H -1.4959 -2.3785 0.6560  C6 1.087
14 C -0.3566 2.1947 -0.4792  N15 1.455, H17 1.094, H18 1.092, H19 1.096
15 N -0.9879 0.9010 -0.2687  C14 1.455, N16 1.649, H20 1.016
16 N -2.3355 0.8160 0.6777  N15 1.649, H21 1.019, H22 1.024
17 H 0.5033 2.0128 -1.1307  C14 1.094
18 H -0.0436 2.5844 0.4916  C14 1.092
19 H -1.0211 2.9364 -0.9379  C14 1.096
20 H -1.3582 0.5669 -1.1544  N15 1.016
21 H -2.0281 0.6520 1.6347  N16 1.019
22 H -2.7245 1.7625 0.6454  N16 1.024



x | Here is a cluster of 2 separate species, C4H14N4 in total from the OMol25 dataset. Energies are from the ωB97M-V functional and the def2-TZVPD basis.

Properties
HOMO-LUMO gap, eV: 8.809
Highest occupied orbital energy, eV: -7.94
Multiplicity: 1

Bonds (Å) are listed after each position.
CARTESIAN COORDINATES (ANGSTROEM)
1 C -2.4969 0.3880 0.5146  N6 1.350, N7 1.350, H10 1.087
2 C 1.6316 -0.3073 -0.6903  C3 1.554, C4 1.526, N8 1.465, H11 1.097
3 C 0.2887 -1.0380 -0.4142  C2 1.554, N5 1.446, H18 1.099, H19 1.103
4 C 2.6022 -0.4724 0.4760  C2 1.526, H20 1.090, H21 1.092, H22 1.092
5 N -0.4469 -0.5300 0.7225  C3 1.446, H9 1.018
6 N -2.6721 0.3842 -0.8245  C1 1.350, H13 1.010, H14 1.008
7 N -1.8633 1.4396 1.0762  C1 1.350, H12 1.262, H15 1.014
8 N 1.4786 1.1187 -0.9892  C2 1.465, H16 1.015, H17 1.016
9 H -0.2074 -1.0483 1.5647  N5 1.018
10 H -3.1070 -0.3246 1.0642  C1 1.087
11 H 2.0732 -0.7721 -1.5800  C2 1.097
12 H -0.7843 0.7883 1.0125  N7 1.262
13 H -2.1095 1.0411 -1.3458  N6 1.010
14 H -2.8682 -0.4912 -1.2840  N6 1.008
15 H -2.1074 1.5396 2.0555  N7 1.014
16 H 0.8954 1.2505 -1.8094  N8 1.015
17 H 1.0098 1.5822 -0.2159  N8 1.016
18 H 0.4889 -2.1159 -0.3328  C3 1.099
19 H -0.3351 -0.9011 -1.3138  C3 1.103
20 H 3.5590 -0.0045 0.2439  C4 1.090
21 H 2.1990 0.0019 1.3738  C4 1.092
22 H 2.7718 -1.5288 0.6961  C4 1.092



Structures ranked by computed energy, the most stable listed first: x, w.



w | Here is a cluster of 2 separate species, CH3BrP2 in total from the OMol25 dataset. Energies are from the ωB97M-V functional and the def2-TZVPD basis.

Properties
HOMO-LUMO gap, eV: 8.109
Highest occupied orbital energy, eV: -9.27
Multiplicity: 1

Bonds (Å) are listed after each position.
CARTESIAN COORDINATES (ANGSTROEM)
1 C -0.8346 -0.6349 -0.4145  P3 1.832, Br4 1.896, H6 1.091
2 P -0.1391 2.3334 0.4590  P3 2.023, H7 1.418
3 P 0.1720 0.3562 0.7523  C1 1.832, P2 2.023
4 Br -1.7461 0.3552 -1.7507  C1 1.896
5 H 0.1308 -1.5337 -1.4464  no bonds
6 H -1.4469 -1.4837 -0.1059  C1 1.091
7 H 0.7949 2.6366 1.4826  P2 1.418



x | Here is an isolated molecule of CH3BrP2 from the OMol25 dataset. Energies are from the ωB97M-V functional and the def2-TZVPD basis.

Properties
SMILES: [PH2]#P=CBr
HOMO-LUMO gap, eV: 8.941
Highest occupied orbital energy, eV: -9.41
Multiplicity: 1

Bonds (Å) are listed after each position.
CARTESIAN COORDINATES (ANGSTROEM)
1 P 1.8065 0.0539 0.0378  P2 2.199, H5 1.405, H6 1.386
2 P -0.1085 -0.4216 -0.9331  P1 2.199, C3 1.676
3 C -1.1640 0.4721 0.0142  P2 1.676, Br4 2.179, H7 1.192
4 Br -3.2935 0.5236 -0.4465  C3 2.179
5 H 1.4087 -0.8835 1.0064  P1 1.405
6 H 2.4757 -0.9674 -0.6176  P1 1.386
7 H -1.1250 1.2229 0.9389  C3 1.192



Structures ranked by computed energy, the most stable listed first: x, w.



w | Here is a cluster of 2 separate species, C3H10O2 in total from the OMol25 dataset. Energies are from the ωB97M-V functional and the def2-TZVPD basis.

Properties
SMILES: CC(C)O.O
HOMO-LUMO gap, eV: 11.155
Highest occupied orbital energy, eV: -10.32
Multiplicity: 1

Bonds (Å) are listed after each position.
CARTESIAN COORDINATES (ANGSTROEM)
1 C 1.0408 -0.6377 0.8972  C2 1.437, H5 1.097, H6 1.153, H7 1.063
2 C 0.9505 0.4022 -0.0906  C1 1.437, C3 1.533, O4 1.462, H8 1.118
3 C -0.3782 1.1629 -0.1645  C2 1.533, H9 1.107, H10 1.092, H11 1.066
4 O 1.0855 -0.2346 -1.4002  C2 1.462, H12 0.958
5 H 1.5403 -1.6140 0.8725  C1 1.097
6 H -0.0261 -0.9483 1.2039  C1 1.153
7 H 1.1310 -0.1703 1.8482  C1 1.063
8 H 1.7262 1.2069 -0.1173  C2 1.118
9 H -0.1549 1.6919 -1.1106  C3 1.107
10 H -0.5828 1.8709 0.6415  C3 1.092
11 H -1.1504 0.4305 -0.2211  C3 1.066
12 H 1.5117 -1.0914 -1.4471  O4 0.958
13 O -2.5400 -0.9254 -0.3401  H14 0.945, H15 0.916
14 H -2.2971 -0.3461 0.3654  O13 0.945
15 H -1.8566 -0.7975 -0.9369  O13 0.916



x | Here is a cluster of 3 separate species, C3H10O2 in total from the OMol25 dataset. Energies are from the ωB97M-V functional and the def2-TZVPD basis.

Properties
SMILES: C=CC.O.O
HOMO-LUMO gap, eV: 10.561
Highest occupied orbital energy, eV: -9.72
Multiplicity: 1

Bonds (Å) are listed after each position.
CARTESIAN COORDINATES (ANGSTROEM)
1 C -1.5898 -0.5455 0.1968  C2 1.361, H4 1.104, H5 1.060
2 C -0.6980 -1.4846 0.6160  C1 1.361, C3 1.594, H6 1.103
3 C 0.8265 -1.3842 0.1617  C2 1.594, H7 1.123, H8 1.073, H9 1.071
4 H -2.6256 -0.8556 0.4202  C1 1.104
5 H -1.3788 0.3775 -0.2791  C1 1.060
6 H -0.8359 -2.5052 1.0112  C2 1.103
7 H 0.9545 -1.9461 -0.8026  C3 1.123
8 H 1.1408 -0.3586 0.1526  C3 1.073
9 H 1.4282 -1.8830 0.8934  C3 1.071
10 O 0.5970 1.8908 0.9172  H11 0.963, H12 1.022
11 H 0.4858 1.1814 0.2758  O10 0.963
12 H -0.1803 1.9616 1.5775  O10 1.022
13 O 0.2459 1.8291 -1.7226  H14 0.950, H15 0.980
14 H 0.8307 1.4008 -2.3368  O13 0.950
15 H 0.7990 2.3215 -1.0813  O13 0.980



y | Here is a cluster of 2 separate species, C3H10O2 in total from the OMol25 dataset. Energies are from the ωB97M-V functional and the def2-TZVPD basis.

Properties
SMILES: CCO.CO
HOMO-LUMO gap, eV: 10.860
Highest occupied orbital energy, eV: -10.06
Multiplicity: 1

Bonds (Å) are listed after each position.
CARTESIAN COORDINATES (ANGSTROEM)
1 C -2.1965 -0.5921 -0.4138  C2 1.525, H4 1.086, H5 1.092, H6 1.086
2 C -1.4606 0.2689 0.6082  C1 1.525, O3 1.406, H7 1.094, H8 1.102
3 O -0.7081 1.2943 0.0089  C2 1.406, H9 0.967
4 H -2.7848 -1.3523 0.0921  C1 1.086
5 H -1.4800 -1.0855 -1.0736  C1 1.092
6 H -2.8578 0.0252 -1.0146  C1 1.086
7 H -2.1767 0.7743 1.2624  C2 1.094
8 H -0.8138 -0.3674 1.2335  C2 1.102
9 H -0.0678 0.8873 -0.5902  O3 0.967
10 C 2.4570 0.2833 0.2383  O11 1.412, H12 1.095, H13 1.093, H14 1.088
11 O 1.9971 -0.3105 -0.9573  C10 1.412, H15 0.966
12 H 2.1113 -0.2678 1.1187  C10 1.095
13 H 3.5482 0.3424 0.2632  C10 1.093
14 H 2.0471 1.2909 0.2684  C10 1.088
15 H 2.3856 -1.1911 -1.0442  O11 0.966



Structures ranked by computed energy, the most stable listed first: y, x, w.



w | Here is the ion C5H12N3O2 with charge -1 from the OMol25 dataset. Energies are from the ωB97M-V functional and the def2-TZVPD basis.

Properties
SMILES: [H]/N=[N+](\[O-])N(CC[O-])C(C)C
HOMO-LUMO gap, eV: 5.833
Total charge: -1
Highest occupied orbital energy, eV: -2.28
Multiplicity: 1

Bonds (Å) are listed after each position.
CARTESIAN COORDINATES (ANGSTROEM)
1 H 3.0100 1.5927 0.8135  N2 1.084
2 N 2.1970 0.8764 0.8314  H1 1.084, N3 1.253
3 N 1.2536 1.1296 0.0467  N2 1.253, O4 1.276, N5 1.309
4 O 1.0736 2.2024 -0.6205  N3 1.276
5 N 0.2618 0.2778 -0.0232  N3 1.309, C6 1.457, C9 1.497
6 C 0.6324 -1.0234 -0.5637  N5 1.457, C7 1.542, H12 1.098, H13 1.014
7 C 1.8701 -1.6241 0.1316  C6 1.542, O8 1.402, H14 1.093, H15 1.108
8 O 3.1080 -1.0413 -0.1746  C7 1.402
9 C -1.1320 0.7620 0.2273  N5 1.497, C10 1.551, C11 1.514, H16 1.050
10 C -1.8294 -0.3186 1.0945  C9 1.551, H17 1.111, H18 1.062, H19 1.085
11 C -1.8091 0.9700 -1.1103  C9 1.514, H20 1.089, H21 1.062, H22 1.113
12 H 0.8301 -1.0074 -1.6437  C6 1.098
13 H -0.1886 -1.5840 -0.3621  C6 1.014
14 H 1.6187 -1.5552 1.1931  C7 1.093
15 H 1.7814 -2.6641 -0.2409  C7 1.108
16 H -0.9955 1.5749 0.8780  C9 1.050
17 H -1.7829 -1.3765 0.7597  C10 1.111
18 H -1.3141 -0.3770 2.0209  C10 1.062
19 H -2.8665 -0.0244 1.2153  C10 1.085
20 H -1.6349 0.1144 -1.7604  C11 1.089
21 H -1.2291 1.7504 -1.5373  C11 1.062
22 H -2.8546 1.3454 -1.1755  C11 1.113



x | Here is the ion C5H12N3O2 with charge -1 from the OMol25 dataset. Energies are from the ωB97M-V functional and the def2-TZVPD basis.

Properties
SMILES: CCC(C)(C)NN=[N+]([O-])[O-]
HOMO-LUMO gap, eV: 6.727
Total charge: -1
Highest occupied orbital energy, eV: -3.19
Multiplicity: 1

Bonds (Å) are listed after each position.
CARTESIAN COORDINATES (ANGSTROEM)
1 C 0.9337 1.9083 0.9609  C2 1.556, H11 1.066, H12 1.049, H13 1.079
2 C 1.4233 0.5911 0.2916  C1 1.556, C3 1.578, H14 1.096, H15 1.083
3 C 0.3078 -0.3346 -0.3318  C2 1.578, C4 1.572, C5 1.492, N6 1.392
4 C 1.1253 -1.2716 -1.2941  C3 1.572, H16 1.079, H17 1.003, H18 1.038
5 C -0.6075 0.5110 -1.1528  C3 1.492, H19 1.072, H20 1.097, H21 1.139
6 N -0.4079 -0.9901 0.6657  C3 1.392, N7 1.410, H22 1.171
7 N -1.4706 -0.2922 1.2757  N6 1.410, N8 1.264
8 N -2.5028 -1.0212 1.3059  N7 1.264, O9 1.246, O10 1.251
9 O -2.6018 -2.1077 0.7034  N8 1.246
10 O -3.4945 -0.5805 1.9274  N8 1.251
11 H 0.5576 2.6555 0.3006  C1 1.066
12 H 0.3654 1.9028 1.8428  C1 1.049
13 H 1.8913 2.3315 1.2213  C1 1.079
14 H 2.1202 0.8367 -0.5172  C2 1.096
15 H 1.8141 0.0853 1.1655  C2 1.083
16 H 0.4589 -1.5938 -2.0794  C4 1.079
17 H 1.8917 -0.7884 -1.7248  C4 1.003
18 H 1.4594 -2.0383 -0.6790  C4 1.038
19 H -1.0854 -0.0659 -1.9189  C5 1.072
20 H -1.3423 0.9765 -0.4838  C5 1.097
21 H 0.0769 1.2359 -1.7039  C5 1.139
22 H -0.9129 -1.9504 0.2250  N6 1.171



Structures ranked by computed energy, the most stable listed first: x, w.



w | Here is the ion C6H10NO with charge +1 from the OMol25 dataset. Energies are from the ωB97M-V functional and the def2-TZVPD basis.

Properties
SMILES: CC1=C(C)[N@H+]2C[C@H]2O1
HOMO-LUMO gap, eV: 10.372
Total charge: +1
Highest occupied orbital energy, eV: -13.52
Multiplicity: 1

Bonds (Å) are listed after each position.
CARTESIAN COORDINATES (ANGSTROEM)
1 C -1.4837 1.7118 -0.2485  C2 1.461, H9 1.185, H10 1.078, H11 1.149
2 C -0.3712 0.8096 0.0391  C1 1.461, C3 1.338, O8 1.380
3 C -0.2559 -0.5196 0.1363  C2 1.338, C4 1.532, N5 1.432
4 C -1.4493 -1.4736 0.2543  C3 1.532, H12 1.072, H13 1.126, H14 1.097
5 N 1.1121 -0.8685 0.3762  C3 1.432, C6 1.478, C7 1.568, H15 1.015
6 C 1.9704 -0.5400 -0.7814  N5 1.478, C7 1.501, H16 1.007, H17 1.011
7 C 1.8471 0.5133 0.2806  N5 1.568, C6 1.501, O8 1.386, H18 1.147
8 O 0.8219 1.4456 0.3130  C2 1.380, C7 1.386
9 H -2.1219 2.0508 0.6906  C1 1.185
10 H -2.3337 1.3262 -0.7873  C1 1.078
11 H -1.2893 2.7161 -0.7722  C1 1.149
12 H -1.5229 -1.9559 -0.7002  C4 1.072
13 H -2.4433 -0.9624 0.3889  C4 1.126
14 H -1.1659 -2.0009 1.1734  C4 1.097
15 H 1.4339 -1.5165 1.0884  N5 1.015
16 H 1.5659 -0.4151 -1.6955  C6 1.007
17 H 2.8886 -0.9477 -0.6680  C6 1.011
18 H 2.7972 0.6267 0.9124  C7 1.147



x | Here is a cluster of 2 separate species, C6H10NO in total from the OMol25 dataset. Energies are from the ωB97M-V functional and the def2-TZVPD basis.

Properties
HOMO-LUMO gap, eV: 8.749
Total charge: +1
Highest occupied orbital energy, eV: -12.81
Multiplicity: 1

Bonds (Å) are listed after each position.
CARTESIAN COORDINATES (ANGSTROEM)
1 C -2.3560 -0.1056 0.5963  C5 1.383, O8 1.149
2 C 1.4170 -0.1568 -0.3900  C3 1.525, C4 1.543, C6 1.466, H9 1.070
3 C 1.3957 -0.0196 1.1287  C2 1.525, C4 1.457, N7 1.469, H10 1.033
4 C 0.2175 -0.5834 0.4821  C2 1.543, C3 1.457, N7 1.557
5 C -2.3756 0.2670 -0.7349  C1 1.383, H11 1.120, H12 1.146, H13 1.131
6 C 1.2069 1.0489 -1.1966  C2 1.466, H14 1.025, H15 1.025, H16 1.103
7 N 1.1215 -1.4320 1.4241  C3 1.469, C4 1.557, H17 1.036, H18 0.978
8 O -2.7410 -0.4214 1.6316  C1 1.149
9 H 1.8492 -1.0276 -0.8376  C2 1.070
10 H 1.3634 0.6964 1.8729  C3 1.033
11 H -1.4754 -0.0848 -1.3007  C5 1.120
12 H -2.1123 1.3815 -0.7887  C5 1.146
13 H -3.4586 0.1169 -1.0244  C5 1.131
14 H 1.1850 0.9174 -2.2130  C6 1.025
15 H 2.0562 1.6217 -1.1499  C6 1.025
16 H 0.4386 1.6415 -0.6722  C6 1.103
17 H 1.7102 -2.1670 0.9930  N7 1.036
18 H 0.5577 -1.6931 2.1794  N7 0.978



Structures ranked by computed energy, the most stable listed first: w, x.



w | Here is the ion C6H10NO with charge +1 from the OMol25 dataset. Energies are from the ωB97M-V functional and the def2-TZVPD basis.

Properties
SMILES: O=C=CC[NH2+]C1CC1
HOMO-LUMO gap, eV: 9.889
Total charge: +1
Highest occupied orbital energy, eV: -13.38
Multiplicity: 1

Bonds (Å) are listed after each position.
CARTESIAN COORDINATES (ANGSTROEM)
1 O 4.1324 0.6767 -0.0756  C2 1.144
2 C 3.1543 0.0917 -0.1691  O1 1.144, C3 1.289
3 C 1.9540 -0.2773 -0.4583  C2 1.289, C4 1.498, H9 1.115
4 C 1.0145 -1.3613 -0.0280  C3 1.498, N5 1.516, H10 1.009, H11 1.133
5 N -0.1376 -0.6590 0.6643  C4 1.516, C6 1.488, H12 1.044, H13 1.056
6 C -1.0246 -0.0396 -0.3571  N5 1.488, C7 1.597, C8 1.510, H14 1.070
7 C -1.2022 1.5428 -0.2326  C6 1.597, C8 1.680, H15 1.123, H16 1.112
8 C -2.3765 0.4029 0.1487  C6 1.510, C7 1.680, H17 1.200, H18 1.013
9 H 1.4947 0.6150 -0.9441  C3 1.115
10 H 0.8665 -1.9104 -0.8615  C4 1.009
11 H 1.4581 -2.0287 0.7725  C4 1.133
12 H -0.6759 -1.4170 1.1390  N5 1.044
13 H 0.1266 0.0431 1.4069  N5 1.056
14 H -0.8973 -0.4546 -1.3351  C6 1.070
15 H -1.5162 2.1239 -1.1412  C7 1.123
16 H -0.6257 1.9752 0.6138  C7 1.112
17 H -2.5618 0.1840 1.3142  C8 1.200
18 H -3.1832 0.4926 -0.4568  C8 1.013



x | Here is the ion C6H10NO with charge +1 from the OMol25 dataset. Energies are from the ωB97M-V functional and the def2-TZVPD basis.

Properties
SMILES: C=C(C=O)C[C@@H]1C[NH2+]1
HOMO-LUMO gap, eV: 10.227
Total charge: +1
Highest occupied orbital energy, eV: -13.73
Multiplicity: 1

Bonds (Å) are listed after each position.
CARTESIAN COORDINATES (ANGSTROEM)
1 C 2.3196 -0.8719 -0.9272  C2 1.305, H9 1.041, H10 1.128
2 C 1.5131 -0.3564 -0.0401  C1 1.305, C3 1.524, C5 1.589
3 C 1.8360 0.8946 0.7674  C2 1.524, O4 1.236, H11 1.051
4 O 0.9325 1.5002 1.3550  C3 1.236
5 C 0.0173 -0.8574 0.1472  C2 1.589, C6 1.462, H12 1.147, H13 1.110
6 C -0.9710 0.0250 -0.4703  C5 1.462, C7 1.514, N8 1.462, H14 0.985
7 C -1.6463 1.1239 0.3226  C6 1.514, N8 1.464, H15 1.122, H16 1.078
8 N -2.3904 -0.0534 -0.1279  C6 1.462, C7 1.464, H17 1.033, H18 1.035
9 H 2.0238 -1.5365 -1.6713  C1 1.041
10 H 3.4402 -0.7719 -0.8507  C1 1.128
11 H 2.8618 1.0389 0.9454  C3 1.051
12 H -0.3152 -0.9391 1.2420  C5 1.147
13 H 0.0404 -1.9002 -0.2325  C5 1.110
14 H -0.7928 0.3278 -1.3909  C6 0.985
15 H -1.3511 1.0913 1.4043  C7 1.122
16 H -1.6963 2.0151 -0.2810  C7 1.078
17 H -2.6069 -0.8018 0.5497  N8 1.033
18 H -3.2147 0.0716 -0.7418  N8 1.035



Structures ranked by computed energy, the most stable listed first: x, w.